# 1
Entry from OMol25: 6 unconnected molecules or ions with the total composition C22H49B2Br10IN4O7PS at a distorted geometry (wB97M-V/def2-TZVPD).

Element x y z (Å)
1 B -3.97435 0.58906 -0.20413
2 O -1.86603 -4.24145 -2.35645
3 H 4.88273 1.61492 5.81445
4 C 3.21023 1.30194 7.13695
5 N -2.06303 -0.75348 -0.50604
6 H 0.42161 -2.59296 0.21510
7 C -0.88338 1.95768 1.14307
8 C 5.76704 0.82838 -1.50423
9 H -1.32105 0.03902 2.00929
10 H 3.48462 2.65442 5.43788
11 H -10.57303 1.55431 -5.35075
12 C 1.23828 3.98403 3.09375
13 O 0.52792 2.19026 -1.71565
14 H 1.54769 -5.86005 1.67562
15 O -3.15296 -0.54150 0.24721
16 N 4.67186 -1.65013 -0.72810
17 C 0.23422 2.94512 3.87096
18 C 0.63856 -6.16778 2.19994
19 C 1.41527 -2.70348 -1.91905
20 C 3.79053 1.66516 5.78989
21 H -0.90752 -5.15261 1.09422
22 H 8.10668 2.53454 0.41331
23 H -8.65597 2.53045 -2.31404
24 H 1.18845 2.96339 -1.61933
25 H -7.13981 4.15607 -0.15169
26 C 5.30607 -2.80418 0.03305
27 H 1.28169 -1.93449 -2.82280
28 N 0.36129 -0.62721 -0.91273
29 H -9.62369 -0.71249 -6.26012
30 H 0.48736 -5.51885 3.06716
31 C -8.52664 2.90776 -1.29569
32 H 3.69137 1.87769 7.93198
33 C 1.06922 -1.88917 -0.49902
34 Br -7.95668 0.32205 -4.75674
35 H 0.13756 2.53430 0.91655
36 H 4.98199 1.04576 -2.36626
37 O -5.00588 1.25208 0.66932
38 H 2.32686 3.49430 3.09954
39 O 7.12926 -1.28371 -1.07516
40 C -0.58902 -6.17395 1.31888
41 H -4.20355 0.58792 -2.25436
42 Br -0.20888 -6.97988 -0.41651
43 H 4.42010 -3.45525 0.49526
44 H -9.80227 -1.35630 -4.60818
45 H -3.05264 -3.13443 0.56326
46 H 5.90914 -3.55350 -0.65849
47 H -0.09303 3.49742 4.87801
48 C -10.80644 0.55290 -4.97816
49 Br 5.94410 3.96930 -0.99428
50 Br -11.22109 0.73355 -3.08082
51 H -1.42935 -6.72545 1.74932
52 C -0.82187 -0.27244 -0.05927
53 C 5.87636 -0.75658 -1.09133
54 Br -6.68192 4.71373 -2.54427
55 H 5.01375 -2.39352 -2.75483
56 H 3.63700 -1.11317 -2.57946
57 H -6.39282 2.79039 -1.01899
58 C 2.96002 -3.24490 -1.99781
59 S -1.36212 2.56700 2.89118
60 H 0.78533 1.94983 4.22023
61 H -11.73488 0.20552 -5.44009
62 H -3.32797 -1.46642 -2.26085
63 H 0.89204 4.29560 2.01985
64 H 6.82128 1.15004 -1.95751
65 Br 3.25489 0.38291 4.42117
66 Br 1.32017 1.77332 7.24216
67 C -2.24479 -1.57763 -1.77417
68 C 7.83816 4.36826 -0.75146
69 H 5.94306 -2.44073 0.96515
70 H 3.28642 0.23618 7.36919
71 H -1.49436 -1.31867 -2.63604
72 H -8.69454 2.09212 -0.58676
73 P 1.43851 0.71246 -1.32589
74 H 0.69252 -3.60270 -2.11828
75 H 8.31237 4.07954 -1.69317
76 H 7.92219 5.45104 -0.62451
77 C 4.10774 -2.07738 -2.06445
78 C -9.69411 -0.44491 -5.20253
79 Br 7.89805 4.35276 2.11529
80 N -0.75533 0.46993 1.24804
81 Br 0.98212 -7.93737 2.94491
82 B -2.18387 -3.19396 -1.32402
83 H -1.19013 -4.82794 -1.86255
84 H 2.09792 -1.75002 0.03640
85 H 9.51195 3.63075 0.38816
86 C -7.17882 3.54903 -1.06030
87 H 5.61112 1.52828 -0.55715
88 H 1.29590 4.99731 3.72179
89 H 3.09952 -4.03577 -1.14567
90 O -2.37789 -3.67953 0.05697
91 O -3.82541 1.22624 -1.56035
92 C 8.41946 3.58246 0.40087
93 H 3.04417 -3.85452 -3.02076
94 Br -9.97652 4.17063 -0.96789
95 H -1.64434 2.36643 0.35589
96 I 2.84508 1.14135 0.71199
97 H -4.44089 1.73366 1.35598

## Properties
net charge = +1

Results of the Mulliken charge analysis, in e, for atoms 1 through 5:
1 B 0.493
2 O -0.643
3 H 0.405
4 C -0.556
5 N 1.536

---

# 2
Entry from OMol25: a molecular structure, C22H49Br2ClF3N2O13PS7 at a distorted geometry (wB97M-V/def2-TZVPD).

Element x y z (Å)
1 H 2.14779 -0.45119 7.57886
2 H 6.26886 4.47091 2.25776
3 H -2.91210 0.58068 -7.62788
4 H -0.49594 2.12407 -0.93203
5 H 2.44868 0.90323 6.46054
6 F 3.04348 -0.71999 -0.02343
7 C 2.89154 0.02397 6.93474
8 O -6.10076 2.10214 2.59941
9 C -8.14220 0.46948 3.16613
10 O -7.33260 4.20721 -1.79292
11 C -0.79975 -1.43193 -1.54816
12 H -2.47957 2.07156 -6.73495
13 H -1.75296 1.11920 -1.91241
14 H 0.48147 1.70646 -9.15663
15 C -2.28637 1.00117 -6.83754
16 N -5.41493 -2.98979 2.27846
17 C 8.35622 -0.74936 -0.12810
18 Br 4.20964 -4.01225 0.65677
19 S 3.39934 -1.13215 5.63939
20 H 8.54119 2.36885 2.70170
21 O -3.59243 -1.89370 -0.41634
22 C 8.90324 3.37194 2.46290
23 Br 4.90031 -1.26010 2.04125
24 H -9.24745 1.80245 0.88656
25 H -0.15148 -2.12333 -2.27393
26 C -6.82843 1.69032 -2.54478
27 O 6.52143 -2.52120 -0.93145
28 S 8.18348 3.93604 0.90210
29 C 2.58093 -2.95254 1.18430
30 H 9.88629 -2.10955 -2.12774
31 O 4.53234 -0.49825 4.88869
32 H -7.52150 -0.25328 3.70096
33 H -5.84750 1.65760 -2.06479
34 C 0.14271 -0.13899 -1.19159
35 C -8.81937 3.07513 -3.70582
36 F 2.06165 -3.47960 2.49815
37 H -9.24640 4.02147 -4.04667
38 S -3.36595 -3.28035 -1.44144
39 H 5.81557 4.05894 0.58442
40 C 1.40559 -3.23956 0.03036
41 C -2.55401 -1.95520 0.63005
42 H -8.97711 -0.05210 2.69299
43 H 1.63869 -2.64787 -0.95167
44 S -7.16689 3.39655 -3.04371
45 H -7.58871 1.34936 -1.83817
46 H 3.32755 -2.76499 7.40528
47 H -3.95714 0.98657 2.28509
48 H 8.63621 4.06757 3.26204
49 C -0.58471 1.25985 -1.74967
50 O -2.85900 -3.25995 1.27220
51 O -4.41314 -4.38130 -1.08773
52 P -2.39992 -0.55414 1.91770
53 H 8.37680 -1.47972 -2.85703
54 H -7.99743 3.01714 0.51567
55 H 9.99032 3.34749 2.35459
56 H 0.44469 -0.06050 -0.05027
57 H -1.69801 -1.04272 -2.18868
58 O -1.72281 -3.59734 -0.96663
59 H -6.82012 1.04656 -3.42710
60 N -3.86383 -0.03506 2.47771
61 S -0.54276 0.72131 -7.23276
62 C -1.20636 -2.37301 -0.26848
63 H 7.94077 -0.02901 -0.83718
64 C 6.45766 3.78858 1.42603
65 H -0.83280 2.73519 -8.52999
66 C -0.53248 1.70755 -8.74921
67 H 4.90280 -1.91447 7.35689
68 C 4.11007 -2.36618 6.75596
69 H 9.43724 -0.61386 -0.04523
70 C -0.02200 -2.87507 0.74794
71 O 8.43608 2.86982 -0.12184
72 O -1.62418 0.90854 1.28670
73 H -1.21457 1.26464 -9.47888
74 C 3.00053 -1.37280 1.30649
75 H 4.52868 -3.17704 6.15517
76 H -2.51247 0.50040 -5.89320
77 O 0.27409 1.45608 -6.21200
78 H -1.54697 1.52954 2.08292
79 H 1.17315 -0.19290 -1.78366
80 Cl 0.17344 1.85950 -3.34447
81 H -8.77825 3.01539 2.11834
82 O -1.55081 -1.12787 3.35957
83 C -4.15781 -3.23013 1.96648
84 H 3.75886 0.32999 7.52500
85 H -9.45845 2.64953 -2.92817
86 H 8.69023 -3.23431 -2.82029
87 O -3.51164 -2.79147 -2.91925
88 H 0.18161 -2.00684 1.50614
89 H -8.51638 1.21632 3.87026
90 H -1.17721 -2.04553 3.21061
91 S -7.12950 1.26753 1.89639
92 H -0.31677 -3.82847 1.40165
93 F 2.17128 -0.58883 2.27479
94 C 8.82048 -2.29401 -2.27940
95 H 7.89768 -0.59725 0.85205
96 H -8.74775 2.38674 -4.55128
97 S 7.99649 -2.43590 -0.67453
98 C -8.42090 2.38519 1.30014
99 H 1.40853 -4.42321 -0.12519
100 H 6.24490 2.76040 1.72794

Results of the Mulliken charge analysis, in e, for atoms 1 through 5:
1 H 0.372
2 H 0.362
3 H 0.373
4 H 0.261
5 H 0.307

---

Calculated HOMO-LUMO gap in order - 6.885, 7.974 eV